[1]
Computed, not measured: C57H58GaO9 as an isolated structure, with ωB97M-V/def2-TZVPD.

The geometry in ORCA input format:
```
! wB97M-V def2-TZVPD RIJCOSX def2/J DEFGRID3
* xyz -1 1
C -3.980 -2.360 1.655
C -4.256 -2.225 3.164
O -5.601 -2.458 3.520
C -6.491 -1.402 3.084
C -6.349 -0.078 3.797
Ga -7.366 1.416 2.835
C -7.048 1.264 0.829
C -5.697 0.631 0.437
C -4.833 1.452 -0.536
C -3.815 0.636 -1.346
C -2.619 0.021 -0.586
C -2.343 0.588 0.806
C -1.426 -0.275 1.660
C -1.316 0.267 3.083
O -0.020 0.025 3.608
C 0.315 0.912 4.644
C -6.647 3.247 3.426
O -5.494 3.727 2.681
C -4.311 3.185 3.161
H -4.856 -2.804 1.166
H -3.124 -3.015 1.466
H -3.800 -1.395 1.168
H -3.949 -1.224 3.511
H -3.666 -2.955 3.731
H -7.496 -1.811 3.246
H -6.363 -1.297 1.996
H -5.288 0.189 3.909
H -6.764 -0.156 4.813
H -8.952 1.328 3.198
H -7.856 0.714 0.326
H -7.102 2.296 0.449
H -5.862 -0.360 -0.016
H -5.095 0.418 1.339
H -5.501 1.963 -1.243
H -4.328 2.253 0.025
H -4.370 -0.184 -1.824
H -3.429 1.259 -2.163
H -2.762 -1.065 -0.488
H -1.709 0.149 -1.193
H -3.291 0.727 1.337
H -1.913 1.596 0.702
H -0.415 -0.327 1.231
H -1.815 -1.304 1.676
H -1.519 1.353 3.090
H -2.054 -0.206 3.745
H 0.473 1.928 4.247
H 1.232 0.549 5.113
H -0.481 0.956 5.404
H -7.403 4.035 3.306
H -6.360 3.254 4.496
H -3.485 3.591 2.566
H -4.130 3.440 4.222
H -4.297 2.084 3.090
C 1.762 1.815 1.499
C 2.992 2.338 1.887
C 3.582 3.356 1.158
C 2.947 3.856 0.027
C 1.718 3.324 -0.372
C 1.130 2.308 0.370
C 1.019 3.813 -1.597
O -0.041 3.349 -1.950
C 1.688 4.895 -2.381
C 1.089 5.353 -3.548
C 1.698 6.347 -4.295
C 2.906 6.897 -3.877
C 3.495 6.454 -2.707
C 2.897 5.447 -1.960
C 3.595 4.957 -0.736
O 4.657 5.436 -0.390
H 1.299 1.029 2.084
H 3.487 1.948 2.768
H 4.534 3.781 1.448
H 0.177 1.913 0.044
H 0.150 4.912 -3.853
H 1.235 6.693 -5.210
H 3.385 7.667 -4.468
H 4.431 6.866 -2.355
C 2.755 -5.944 1.695
C 1.948 -4.832 1.482
C 0.594 -4.990 1.240
C 0.042 -6.265 1.208
C 0.851 -7.383 1.420
C 2.209 -7.216 1.664
C 0.287 -8.764 1.386
O 0.988 -9.735 1.580
C -1.172 -8.905 1.105
C -1.725 -10.180 1.048
C -3.078 -10.335 0.800
C -3.887 -9.219 0.611
C -3.343 -7.948 0.665
C -1.984 -7.788 0.910
C -1.423 -6.405 0.956
O -2.127 -5.435 0.794
H 3.812 -5.816 1.887
H 2.376 -3.838 1.508
H -0.055 -4.140 1.078
H 2.817 -8.096 1.827
H -1.078 -11.032 1.203
H -3.507 -11.327 0.756
H -4.946 -9.343 0.424
H -3.951 -7.064 0.526
C 7.056 -0.607 -6.923
C 5.811 -0.012 -7.092
C 5.473 1.113 -6.359
C 6.378 1.646 -5.449
C 7.626 1.045 -5.275
C 7.961 -0.081 -6.018
C 8.617 1.582 -4.295
O 9.707 1.069 -4.160
C 8.209 2.768 -3.488
C 9.086 3.267 -2.534
C 8.726 4.365 -1.769
C 7.490 4.974 -1.956
C 6.618 4.487 -2.914
C 6.968 3.380 -3.676
C 5.990 2.865 -4.678
O 4.924 3.410 -4.860
H 7.317 -1.486 -7.498
H 5.102 -0.428 -7.796
H 4.511 1.595 -6.474
H 8.934 -0.529 -5.867
H 10.042 2.778 -2.403
H 9.406 4.743 -1.017
H 7.195 5.817 -1.345
H 5.648 4.937 -3.071
*
```

Computed properties:
Molecular weight in g/mol: 956.81
Kohn-Sham gap in eV: 4.42
E_HOMO in eV: -4.3
LUMO in eV: 0.1
Strongest force on any atom in hartree/bohr: 0.0107

These are the Löwdin partial charges, in e, on atoms 1 to 99:
1. C -0.070
2. C -0.269
3. O -0.177
4. C -0.302
5. C -0.255
6. Ga 0.414
7. C -0.269
8. C -0.306
9. C -0.220
10. C -0.197
11. C -0.195
12. C -0.232
13. C -0.167
14. C -0.217
15. O -0.224
16. C -0.130
17. C -0.284
18. O -0.288
19. C -0.188
20. H 0.091
21. H 0.055
22. H 0.026
23. H 0.080
24. H 0.114
25. H 0.115
26. H 0.077
27. H 0.022
28. H 0.044
29. H -0.073
30. H 0.032
31. H 0.038
32. H 0.100
33. H 0.056
34. H 0.106
35. H 0.107
36. H 0.103
37. H 0.098
38. H 0.097
39. H 0.105
40. H 0.078
41. H 0.112
42. H 0.109
43. H 0.087
44. H 0.122
45. H 0.118
46. H 0.084
47. H 0.087
48. H 0.093
49. H 0.040
50. H 0.042
51. H 0.080
52. H 0.081
53. H 0.059
54. C -0.035
55. C -0.049
56. C -0.004
57. C -0.085
58. C -0.073
59. C 0.019
60. C -0.272
61. O 0.117
62. C -0.075
63. C 0.004
64. C -0.054
65. C -0.055
66. C -0.024
67. C -0.085
68. C -0.273
69. O 0.084
70. H 0.086
71. H 0.107
72. H 0.117
73. H 0.103
74. H 0.122
75. H 0.106
76. H 0.106
77. H 0.115
78. C -0.061
79. C -0.053
80. C 0.005
81. C -0.078
82. C -0.085
83. C -0.007
84. C -0.278
85. O 0.100
86. C -0.084
87. C -0.007
88. C -0.062
89. C -0.057
90. C 0.003
91. C -0.079
92. C -0.272
93. O 0.114
94. H 0.105
95. H 0.108
96. H 0.120
97. H 0.118
98. H 0.118
99. H 0.105



[2]
Computed, not measured: C57H62BrN11O5P2 as an isolated structure, with ωB97M-V/def2-TZVPD.

The geometry in ORCA input format:
```
! wB97M-V def2-TZVPD RIJCOSX def2/J DEFGRID3
* xyz 0 1
C -2.802 -2.216 -1.798
C -2.681 -3.616 -2.546
O -1.262 -3.835 -2.772
P -0.964 -4.874 -4.029
O -2.177 -5.469 -4.684
O 0.027 -4.033 -5.085
O 0.023 -6.101 -3.383
P -0.842 -7.582 -3.422
O 0.352 -8.728 -3.888
Br -1.417 -8.257 -1.324
H -1.759 -1.913 -1.517
H -3.382 -2.293 -0.854
H -3.191 -1.444 -2.500
H -3.041 -4.423 -1.858
H -3.292 -3.558 -3.472
H 0.225 -3.177 -4.671
H 1.172 -8.352 -3.516
N 1.152 -10.535 1.396
C 1.256 -10.053 0.152
C 2.457 -9.935 -0.530
C 3.619 -10.334 0.112
C 3.536 -10.835 1.402
C 2.286 -10.915 1.994
H 0.321 -9.749 -0.309
H 2.482 -9.540 -1.537
H 4.578 -10.256 -0.387
H 4.421 -11.156 1.935
H 2.171 -11.303 3.000
N -0.505 0.254 -0.456
C -0.476 1.150 0.538
C 0.675 1.796 0.960
C 1.867 1.498 0.319
C 1.864 0.573 -0.713
C 0.659 -0.016 -1.060
H -1.432 1.348 1.010
H 0.640 2.515 1.768
H 2.789 1.982 0.620
H 2.777 0.316 -1.236
H 0.605 -0.744 -1.864
N -0.225 5.952 -0.756
C -0.315 4.633 -0.544
C -0.804 3.733 -1.477
C -1.230 4.225 -2.700
C -1.150 5.588 -2.944
C -0.641 6.402 -1.945
H 0.027 4.298 0.428
H -0.852 2.676 -1.253
H -1.621 3.554 -3.456
H -1.474 6.008 -3.887
H -0.554 7.474 -2.090
N 4.630 1.745 -2.398
C 4.038 2.825 -2.922
C 4.496 3.482 -4.053
C 5.634 2.997 -4.677
C 6.266 1.880 -4.153
C 5.726 1.294 -3.020
H 3.153 3.169 -2.397
H 3.975 4.351 -4.434
H 6.025 3.484 -5.563
H 7.157 1.473 -4.612
H 6.182 0.417 -2.574
N 2.004 -1.584 4.061
C 2.163 -1.074 2.834
C 3.379 -1.025 2.171
C 4.498 -1.531 2.814
C 4.359 -2.063 4.086
C 3.099 -2.067 4.661
H 1.261 -0.688 2.373
H 3.448 -0.603 1.179
H 5.467 -1.510 2.329
H 5.210 -2.466 4.621
H 2.939 -2.475 5.653
N -4.618 3.017 -3.095
C -5.267 2.316 -4.033
C -6.396 2.772 -4.695
C -6.888 4.025 -4.367
C -6.235 4.770 -3.397
C -5.112 4.225 -2.797
H -4.847 1.341 -4.254
H -6.877 2.161 -5.448
H -7.769 4.416 -4.861
H -6.590 5.752 -3.113
H -4.566 4.772 -2.035
N -5.846 1.385 0.674
C -6.191 1.746 -0.569
C -7.443 1.515 -1.118
C -8.392 0.869 -0.341
C -8.057 0.484 0.948
C -6.779 0.765 1.405
H -5.416 2.244 -1.138
H -7.668 1.831 -2.129
H -9.381 0.668 -0.735
H -8.771 -0.023 1.584
H -6.472 0.486 2.407
N 2.206 -7.668 -9.079
C 1.579 -7.120 -8.031
C 1.255 -7.816 -6.878
C 1.593 -9.153 -6.800
C 2.243 -9.746 -7.872
C 2.526 -8.964 -8.980
H 1.330 -6.070 -8.137
H 0.752 -7.325 -6.059
H 1.354 -9.728 -5.914
H 2.523 -10.791 -7.848
H 3.035 -9.381 -9.842
N 3.486 2.233 5.769
C 3.390 0.913 5.975
C 3.825 0.280 7.129
C 4.396 1.054 8.126
C 4.510 2.422 7.935
C 4.041 2.958 6.747
H 2.940 0.353 5.167
H 3.720 -0.791 7.243
H 4.750 0.596 9.043
H 4.951 3.058 8.691
H 4.104 4.024 6.553
N -1.044 9.853 0.885
C -1.692 9.155 -0.057
C -2.818 9.618 -0.720
C -3.307 10.872 -0.389
C -2.654 11.612 0.584
C -1.534 11.061 1.185
H -1.275 8.180 -0.278
H -3.300 9.011 -1.476
H -4.185 11.268 -0.885
H -3.006 12.595 0.869
H -0.988 11.604 1.950
N 0.817 1.085 10.550
C 1.646 1.811 9.788
C 1.600 3.193 9.700
C 0.640 3.866 10.440
C -0.230 3.137 11.235
C -0.099 1.758 11.256
H 2.377 1.237 9.225
H 2.296 3.728 9.069
H 0.571 4.947 10.397
H -0.992 3.628 11.826
H -0.754 1.145 11.866
*
```

Computed properties:
Molecular weight in g/mol: 1123.05
Kohn-Sham gap in eV: 9.45
Energy above the lowest of the compared OMol25 structures with the same formula, charge and spin in kJ/mol: 0.0
E_HOMO in eV: -9.4
LUMO in eV: 0.1
Strongest force on any atom in hartree/bohr: 0.0613

These are the Löwdin partial charges, in e, on atoms 1 to 99:
1. C -0.058
2. C -0.251
3. O -0.235
4. P 0.487
5. O -0.317
6. O -0.120
7. O -0.476
8. P 0.593
9. O -0.363
10. Br 0.314
11. H 0.052
12. H 0.078
13. H 0.072
14. H 0.124
15. H 0.111
16. H 0.076
17. H 0.040
18. N 0.059
19. C -0.174
20. C -0.073
21. C -0.084
22. C -0.079
23. C -0.156
24. H -0.021
25. H 0.088
26. H 0.104
27. H 0.099
28. H 0.101
29. N 0.060
30. C -0.175
31. C -0.100
32. C -0.088
33. C -0.087
34. C -0.146
35. H 0.116
36. H 0.109
37. H 0.117
38. H 0.083
39. H 0.096
40. N 0.061
41. C -0.134
42. C -0.054
43. C -0.080
44. C -0.074
45. C -0.172
46. H 0.087
47. H 0.075
48. H 0.100
49. H 0.101
50. H 0.093
51. N 0.050
52. C -0.147
53. C -0.069
54. C -0.079
55. C -0.075
56. C -0.152
57. H 0.101
58. H 0.103
59. H 0.106
60. H 0.102
61. H 0.102
62. N 0.057
63. C -0.140
64. C -0.061
65. C -0.070
66. C -0.074
67. C -0.190
68. H 0.097
69. H 0.082
70. H 0.106
71. H 0.104
72. H 0.103
73. N 0.044
74. C -0.154
75. C -0.079
76. C -0.081
77. C -0.065
78. C -0.160
79. H 0.105
80. H 0.104
81. H 0.107
82. H 0.104
83. H 0.109
84. N 0.058
85. C -0.145
86. C -0.067
87. C -0.084
88. C -0.080
89. C -0.159
90. H 0.070
91. H 0.090
92. H 0.104
93. H 0.099
94. H 0.101
95. N 0.051
96. C -0.148
97. C -0.072
98. C -0.082
99. C -0.074



[3]
Computed, not measured: a 7-piece molecular cluster, C57H64N2O29P3S3 overall, with ωB97M-V/def2-TZVPD.

The geometry in ORCA input format:
```
! wB97M-V def2-TZVPD RIJCOSX def2/J DEFGRID3
* xyz -1 1
C -5.067 5.004 2.363
C -5.189 4.844 0.817
C -5.085 3.304 0.486
C -5.611 2.947 -0.954
C -5.102 4.120 -1.843
P -5.329 1.111 -1.556
C -3.563 1.604 -2.035
C -2.449 0.667 -2.536
C -1.108 0.823 -1.734
S 0.314 1.113 -2.829
C 1.661 1.074 -1.624
S 1.809 -0.293 -0.716
N 2.452 2.182 -1.495
C 3.547 2.045 -0.540
C 3.114 2.244 0.929
C 2.858 2.778 -2.784
C 2.458 4.267 -2.780
C -7.072 0.588 -0.909
C -8.179 0.085 -1.834
O -9.392 0.920 -1.656
C -10.191 0.672 -2.728
O -10.655 -0.424 -2.947
P -4.688 0.375 0.604
S -2.818 0.469 1.177
C -5.986 1.597 -3.307
C -5.282 1.324 -4.467
C -5.789 1.763 -5.692
C -6.961 2.460 -5.633
N -7.694 2.782 -4.577
C -7.143 2.331 -3.440
P -4.997 -1.096 -2.132
O -4.701 -1.399 -3.552
O -3.707 -1.768 -1.329
O -6.211 -2.172 -1.753
H -5.623 4.239 2.907
H -5.389 6.023 2.595
H -4.002 4.975 2.580
H -6.120 5.269 0.436
H -4.306 5.351 0.426
H -4.018 3.112 0.615
H -5.737 2.926 1.273
H -6.667 3.220 -0.837
H -5.735 5.008 -1.785
H -4.065 4.365 -1.587
H -5.059 3.937 -2.923
H -3.571 2.372 -2.812
H -3.154 2.207 -1.216
H -2.103 0.955 -3.546
H -2.559 -0.406 -2.674
H -0.946 -0.103 -1.183
H -1.154 1.621 -0.992
H 4.239 2.868 -0.754
H 4.146 1.138 -0.679
H 2.036 2.179 1.064
H 3.669 1.552 1.561
H 3.422 3.249 1.240
H 2.458 2.262 -3.654
H 3.950 2.758 -2.877
H 2.952 4.778 -3.611
H 2.739 4.747 -1.840
H 1.371 4.314 -2.871
H -6.963 -0.216 -0.165
H -7.544 1.325 -0.247
H -8.523 -0.903 -1.519
H -7.932 -0.056 -2.889
H -10.369 1.497 -3.439
H -5.649 0.801 1.567
H -5.037 -1.007 0.730
H -4.334 0.803 -4.450
H -5.243 1.562 -6.603
H -7.341 2.834 -6.592
H -7.706 2.593 -2.547
H -3.978 -2.421 -0.674
H -6.111 -2.559 -0.876
C -6.958 -3.737 -4.706
C -8.249 -3.371 -4.699
C -9.191 -3.778 -5.795
O -10.356 -3.435 -5.729
C -8.661 -4.571 -6.898
C -7.374 -4.933 -6.903
C -6.439 -4.547 -5.794
O -5.284 -4.930 -5.861
O -6.837 -5.656 -7.887
O -8.768 -2.629 -3.726
H -6.271 -3.446 -3.921
H -9.343 -4.846 -7.690
H -5.899 -5.773 -7.639
H -9.709 -2.499 -3.951
C 0.763 -3.234 1.943
C -0.559 -3.003 1.952
C -1.475 -3.656 0.956
O -2.667 -3.428 1.022
C -0.889 -4.529 -0.051
C 0.430 -4.751 -0.058
C 1.342 -4.123 0.954
O 2.534 -4.384 0.899
O 1.017 -5.540 -0.959
O -1.129 -2.191 2.832
H 1.437 -2.775 2.652
H -1.555 -4.976 -0.775
H 1.967 -5.526 -0.738
H -2.083 -2.182 2.621
C 5.848 -1.221 5.856
C 4.840 -2.064 5.604
C 3.952 -1.894 4.406
O 3.069 -2.710 4.222
C 4.192 -0.764 3.526
C 5.198 0.080 3.779
C 6.102 -0.103 4.959
O 7.014 0.689 5.124
O 5.462 1.131 3.003
O 4.563 -3.101 6.390
H 6.497 -1.333 6.713
H 3.536 -0.643 2.674
H 6.234 1.571 3.406
H 3.795 -3.545 5.981
C -3.998 5.539 6.255
C -3.873 5.555 7.587
C -3.007 6.561 8.287
O -2.951 6.534 9.503
C -2.272 7.519 7.476
C -2.394 7.503 6.142
C -3.282 6.513 5.444
O -3.364 6.561 4.233
O -1.744 8.355 5.355
O -4.505 4.685 8.374
H -4.620 4.820 5.739
H -1.639 8.228 7.990
H -2.010 8.127 4.443
H -4.245 4.915 9.286
C 8.541 -1.748 2.268
C 9.774 -2.225 2.058
C 10.046 -3.281 1.026
O 11.195 -3.659 0.871
C 8.927 -3.806 0.266
C 7.690 -3.333 0.476
C 7.421 -2.257 1.488
O 6.281 -1.859 1.618
O 6.636 -3.783 -0.192
O 10.831 -1.795 2.745
H 8.335 -0.985 3.007
H 9.135 -4.578 -0.461
H 5.865 -3.283 0.143
H 11.594 -2.295 2.402
C 14.323 -4.246 0.440
C 14.643 -4.167 -0.859
C 16.018 -4.506 -1.356
O 16.240 -4.432 -2.550
C 17.024 -4.904 -0.381
C 16.706 -4.979 0.916
C 15.323 -4.666 1.409
O 15.096 -4.772 2.600
O 17.588 -5.336 1.848
O 13.768 -3.787 -1.787
H 13.335 -4.007 0.809
H 18.015 -5.129 -0.749
H 17.102 -5.312 2.694
H 14.250 -3.817 -2.635
*
```

Computed properties:
Molecular weight in g/mol: 1430.25
Kohn-Sham gap in eV: 4.38
E_HOMO in eV: -5.0
LUMO in eV: -0.6
Strongest force on any atom in hartree/bohr: 0.0632

These are the Löwdin partial charges, in e, on atoms 1 to 99:
1. C -0.121
2. C -0.254
3. C -0.272
4. C -0.419
5. C -0.129
6. P 0.572
7. C -0.320
8. C -0.291
9. C -0.520
10. S 0.871
11. C -1.042
12. S 0.677
13. N -0.194
14. C -0.283
15. C -0.087
16. C -0.255
17. C -0.077
18. C -0.334
19. C -0.222
20. O -0.066
21. C -0.326
22. O 0.070
23. P 0.286
24. S 0.131
25. C -0.289
26. C -0.075
27. C -0.056
28. C -0.203
29. N 0.081
30. C -0.191
31. P 0.488
32. O -0.324
33. O -0.250
34. O -0.199
35. H 0.067
36. H 0.062
37. H 0.056
38. H 0.100
39. H 0.096
40. H 0.072
41. H 0.068
42. H 0.088
43. H 0.076
44. H 0.075
45. H 0.065
46. H 0.075
47. H 0.049
48. H 0.074
49. H 0.069
50. H 0.020
51. H 0.048
52. H 0.108
53. H 0.095
54. H 0.071
55. H 0.035
56. H 0.070
57. H 0.081
58. H 0.113
59. H 0.069
60. H 0.070
61. H 0.069
62. H 0.033
63. H 0.088
64. H 0.107
65. H 0.111
66. H 0.145
67. H -0.047
68. H -0.069
69. H 0.089
70. H 0.101
71. H 0.097
72. H 0.104
73. H 0.022
74. H 0.059
75. C 0.084
76. C -0.223
77. C -0.314
78. O 0.106
79. C 0.065
80. C -0.242
81. C -0.310
82. O 0.106
83. O 0.098
84. O 0.102
85. H 0.108
86. H 0.130
87. H 0.114
88. H 0.104
89. C 0.068
90. C -0.228
91. C -0.301
92. O 0.090
93. C 0.082
94. C -0.235
95. C -0.318
96. O 0.084
97. O 0.106
98. O 0.094
99. H 0.104